Entry from the OMol25 dataset: a structure of composition C14H25BrCl13NO4 (ωB97M-V/def2-TZVPD).

Geometry (Å):
N: -1.5732 -1.6174 -0.6651
C: -0.3676 -1.1087 0.0346
C: 0.4071 0.0269 -0.7168
C: 0.0985 1.5548 -0.3621
C: -0.2807 1.8435 1.1016
C: 0.5000 1.1471 2.2454
C: 1.9873 0.8334 1.9562
O: 2.3420 -0.3504 2.6741
O: 0.1507 3.2433 1.2566
C: -0.8705 4.0817 0.9539
O: -0.7639 5.2154 0.9771
O: -2.0020 3.3374 0.6938
C: -1.7950 2.1634 1.4675
Cl: -1.9469 2.7928 3.1728
Br: -3.2212 0.8821 1.2258
H: -1.7682 -2.5232 -0.2146
H: -1.2079 -1.8912 -1.5774
H: -0.6160 -0.8906 1.0779
H: 0.3215 -1.9690 0.0540
H: 1.4809 -0.1839 -0.6613
H: 0.1616 -0.0981 -1.7863
H: 1.0030 2.1378 -0.6151
H: -0.6759 1.9491 -1.0270
H: 0.4935 1.8573 3.0863
H: -0.0870 0.2838 2.5876
H: 2.6178 1.6755 2.2881
H: 2.2241 0.6724 0.9057
H: 1.7132 -0.4790 3.3812
C: 2.2790 -4.8093 -0.6063
Cl: 3.5325 -3.5901 -0.3603
Cl: 0.8166 -4.0988 -1.3033
H: 2.6548 -5.5692 -1.2824
H: 2.0304 -5.2547 0.3509
C: -3.6754 1.7322 -3.1085
Cl: -3.0300 3.3500 -3.4391
Cl: -2.9357 1.0153 -1.6696
H: -4.7456 1.8089 -2.9501
H: -3.4720 1.0950 -3.9632
C: 4.2483 1.4317 -2.3869
Cl: 3.1665 0.1750 -2.9816
Cl: 3.5996 2.1775 -0.9256
H: 5.2107 0.9897 -2.1539
H: 4.3640 2.1892 -3.1541
C: 0.6420 5.5235 4.8004
Cl: 0.3636 3.9357 5.5294
Cl: 2.2484 6.1451 5.1974
H: 0.5565 5.4333 3.7218
H: -0.1039 6.2152 5.1750
C: -2.0636 -5.6461 0.7974
Cl: -2.4398 -3.9398 1.0865
Cl: -1.8983 -5.9960 -0.9293
H: -1.1309 -5.8881 1.2952
H: -2.8669 -6.2528 1.2000
C: -1.1192 -3.4958 -4.2574
Cl: 0.1309 -2.2696 -4.0125
Cl: -2.5846 -2.7972 -4.9553
H: -0.7371 -4.2548 -4.9310
H: -1.3661 -3.9412 -3.2982

Its molecular weight is 812.15 g mol⁻¹. The LUMO energy is 0.18 eV. The value obtained for the HOMO energy is -9.0 eV. As for the orbital gap: 9.2 eV.



Entry from the OMol25 dataset: a structure of composition C8H20AlB2O4 (ωB97M-V/def2-TZVPD).

Geometry (Å):
Al: -0.2671 -0.9498 -1.3204
B: 2.7216 -0.4812 -1.8093
H: 2.6294 -1.5492 -1.9316
H: 2.3544 -0.2092 -0.8319
H: 3.7780 -0.2713 -1.8745
H: 2.2586 0.0491 -2.6270
B: -3.0308 -1.3848 -2.5732
H: -3.0034 -1.1213 -1.5272
H: -2.8041 -0.4835 -3.1214
H: -2.3298 -2.1735 -2.7986
H: -4.0204 -1.6699 -2.8952
O: -1.6115 -1.8687 1.1194
C: -1.8601 -2.3585 2.2312
O: -2.5533 -1.7216 3.2588
C: -2.5179 -2.4075 4.5063
C: -2.0745 -3.8224 4.0680
C: -1.2135 -3.6119 2.8072
H: -3.5724 -2.4926 4.7690
H: -1.9217 -1.8705 5.2440
H: -2.8967 -4.4702 3.7640
H: -1.5936 -4.3768 4.8738
H: -1.1463 -4.4449 2.1074
H: -0.1874 -3.4335 3.1287
O: 0.6518 1.8245 -0.6791
C: 1.3185 2.8059 -1.0096
O: 1.8978 3.5562 -0.1443
C: 2.6352 4.7055 -0.6494
C: 2.5251 4.5637 -2.1198
C: 1.5993 3.3477 -2.4581
H: 3.6671 4.5552 -0.3321
H: 2.3031 5.6424 -0.2021
H: 3.5609 4.5187 -2.4562
H: 2.1041 5.4599 -2.5755
H: 1.9627 2.5128 -3.0571
H: 0.6369 3.6309 -2.8844

The calculation puts the relative energy (zero: lowest compared OMol25 entry of this formula, charge and spin) at 94.33 kcal/mol. Its molecular weight is 228.85 g mol⁻¹. The LUMO energy is -9.68 eV. The value obtained for the HOMO energy is -13.8 eV. As for the orbital gap: 4.2 eV. As for the net charge: +1.



Entry from the OMol25 dataset: the molecule H5INP3 (ωB97M-V/def2-TZVPD).

Geometry (Å):
P: 0.1660 -1.6686 0.4286
P: -0.4987 0.1916 -0.5326
P: 0.8748 1.5587 0.4333
N: -1.8808 0.7052 0.5240
I: -3.8694 0.1660 0.0638
H: -0.9826 -2.1718 -0.0488
H: 0.7544 -2.3527 -0.5187
H: 0.0476 2.6523 -0.0620
H: 1.5237 1.1911 -0.8205
H: -1.8486 0.5738 1.4838

As for the SMILES: PP(#[PH2])NI. Its molecular weight is 238.87 g mol⁻¹. The LUMO energy is -0.49 eV. The value obtained for the HOMO energy is -8.6 eV. As for the orbital gap: 8.1 eV.